Entry 1:
Here is an isolated molecule of C3H6ClN3S at a distorted geometry from OMol25. Energies are from wB97M-V/def2-TZVPD.

XYZ file:
```
14
Properties=species:S:1:pos:R:3:forces:R:3
N -1.8058 1.0924 -0.3834 -0.0072 0.1402 -0.0687
C -0.6270 0.4951 0.0013 0.4130 -0.1777 -0.0899
N 0.3507 1.4251 0.3306 0.5875 -0.2702 0.7729
C -0.4243 -0.8519 0.0469 0.1541 0.4045 0.1065
Cl -1.7343 -1.9132 -0.4177 -0.0143 0.0043 0.0111
C 0.7024 -1.5309 0.7102 -0.1667 0.2408 -0.2620
N 1.9572 -1.4370 0.4975 -0.0728 0.1567 -0.1982
S 2.6450 -0.5408 -0.7653 -0.0322 -0.1934 0.2556
H -1.6912 1.9356 -0.9337 0.0077 -0.1777 0.1459
H -2.4868 0.4617 -0.7621 -0.1947 -0.1345 -0.1009
H 1.1915 1.0334 0.7935 -0.8785 0.4360 -0.5280
H -0.0374 2.2148 0.8461 0.2233 -0.2985 -0.1879
H 0.4095 -2.2308 1.4856 0.0596 -0.1635 0.1575
H 1.5505 -0.1536 -1.4495 -0.0787 0.0329 -0.0140
```
Positions in Å, forces in eV/Å.

**LUMO energy**: 0.68 eV
**Net charge**: 0
**Molecular weight**: 151.6 g mol⁻¹
**HOMO**: -8.2 eV
**Frontier orbital gap**: 8.9 eV
**SMILES string**: NC(N)=C(Cl)/C=N\S

Löwdin atomic charge list, values in e, 4 entries: atom 1 (N): 0.10, atom 2 (C): -0.50, atom 3 (N): 0.09, atom 4 (C): -0.64

Entry 2:
Here is an isolated molecule of C6H6O at a distorted geometry from OMol25. Energies are from wB97M-V/def2-TZVPD.

XYZ file:
```
13
Properties=species:S:1:pos:R:3:forces:R:3
O -0.2744 -1.0108 1.9093 0.1165 0.1959 0.2092
C 0.5748 -0.9877 0.8476 1.0032 0.0591 0.5751
C -1.0264 -0.8803 -0.8638 -0.7761 0.2740 -0.8479
C -0.9617 0.4268 -1.0384 0.3868 -0.1038 0.1208
C -0.2353 1.5007 -0.8695 0.2803 -0.2722 0.1486
C 1.2779 0.0992 0.5038 -0.3256 0.1907 -0.0476
C 1.0932 1.2541 -0.0961 -0.3317 -0.0669 -0.0944
H -0.4171 -0.0872 2.1670 -0.0414 -0.1612 0.0998
H 0.7656 -1.9938 0.4834 0.0672 0.2136 -0.0082
H -1.6682 -1.3634 -0.1319 0.0353 0.1976 -0.0342
H -0.5063 -1.5420 -1.5523 -0.2652 0.0767 -0.2325
H -0.4388 2.5152 -1.2095 0.0586 -0.3818 -0.0524
H 1.8169 2.0691 -0.1496 -0.2078 -0.2218 0.1637
```
Positions in Å, forces in eV/Å.

**LUMO energy**: 0.79 eV
**Net charge**: 0
**Molecular weight**: 94.1 g mol⁻¹
**HOMO**: -8.7 eV
**Frontier orbital gap**: 9.5 eV

Löwdin atomic charge list, values in e, 4 entries: atom 1 (O): 0.01, atom 2 (C): -0.27, atom 3 (C): -0.02, atom 4 (C): -0.10

Entry 3:
Here is the ion C5H7N2S with charge +1 at a distorted geometry from OMol25. Energies are from wB97M-V/def2-TZVPD.

XYZ file:
```
15
Properties=species:S:1:pos:R:3:forces:R:3
C -0.7260 1.3307 0.1002 2.8107 -0.9450 1.2340
C -1.4892 -1.2976 -0.1275 5.2922 -1.3032 0.5640
C -2.2158 1.2890 0.0499 -1.1612 0.1269 1.4528
C 0.7827 -2.1061 0.0342 -0.2841 1.9021 -2.7376
C 1.2142 -0.4965 -0.0443 -0.4153 0.8803 1.5735
N -0.6438 -2.1660 -0.0749 -2.3982 0.9609 -0.5290
N -0.0362 0.2432 0.0365 -2.3693 0.9323 -0.7193
S -2.8782 -0.4370 -0.0316 -1.4573 0.6181 -0.2060
H -0.2649 2.3354 0.3453 -0.4607 -0.9772 -0.6173
H -2.8230 1.7742 0.8941 1.5310 -0.8089 -0.3856
H -2.6037 1.9166 -0.7234 -0.0377 -0.0588 -1.3494
H 1.3050 -2.7935 -0.6638 -0.4894 0.8045 0.0817
H 1.0736 -2.3628 0.9678 0.5866 -1.2059 3.0435
H 1.8206 -0.2430 0.9240 -0.8551 -0.6174 -1.9741
H 1.7597 -0.2128 -0.9648 -0.2923 -0.3089 0.5688
```
Positions in Å, forces in eV/Å.

**LUMO energy**: -4.38 eV
**Net charge**: +1
**Molecular weight**: 127.2 g mol⁻¹
**HOMO**: -14.2 eV
**Frontier orbital gap**: 9.8 eV

Löwdin atomic charge list, values in e, 4 entries: atom 1 (C): -0.11, atom 2 (C): -0.43, atom 3 (C): -0.35, atom 4 (C): -0.09

Entry 4:
Here is an isolated molecule of C4H11NO2 from OMol25. Energies are from wB97M-V/def2-TZVPD.

XYZ file:
```
18
Properties=species:S:1:pos:R:3:forces:R:3
C -2.1764 0.1664 0.1498 0.1190 -0.0781 0.3312
C -0.7122 0.2139 0.5718 -0.3214 0.4553 -0.5370
O -0.5126 -0.9398 1.3654 0.0391 0.1659 0.3169
C 0.2496 0.2535 -0.6103 0.3238 0.2920 -0.3807
N -0.0766 -0.7695 -1.6091 0.0143 -0.1578 0.3576
C 1.7523 0.2485 -0.2026 0.0212 -0.4279 -0.3666
O 2.0118 0.1908 1.1959 -0.1703 0.2175 0.2235
H -2.3719 -0.7593 -0.3679 -0.1264 -0.3429 -0.2020
H -2.7738 0.1471 1.0622 -0.0835 0.1503 -0.0951
H -2.4964 0.9748 -0.5020 0.1610 0.2008 0.0495
H -0.5496 1.1636 1.1005 0.0602 -0.3287 0.4162
H 0.2679 -0.7732 1.9048 0.1745 -0.1234 -0.0733
H 0.1148 1.2236 -1.1011 -0.2680 0.0596 0.0688
H 0.7687 -1.2184 -1.9369 0.0014 -0.0114 -0.1269
H -0.6088 -1.4948 -1.1407 0.0623 -0.1598 -0.1025
H 2.2150 1.1374 -0.6299 0.1285 0.0442 0.0387
H 2.2338 -0.6256 -0.6638 -0.0646 0.1177 0.0281
H 2.6643 0.8610 1.4140 -0.0711 -0.0732 0.0535
```
Positions in Å, forces in eV/Å.

**LUMO energy**: 0.61 eV
**Net charge**: 0
**Molecular weight**: 105.1 g mol⁻¹
**HOMO**: -9.3 eV
**Frontier orbital gap**: 9.9 eV
**SMILES string**: C[C@@H](O)[C@H](N)CO

Löwdin atomic charge list, values in e, 4 entries: atom 1 (C): -0.04, atom 2 (C): -0.42, atom 3 (O): -0.02, atom 4 (C): -0.34

Entry 5:
Here is an isolated molecule of C11H13N3 at a distorted geometry from OMol25. Energies are from wB97M-V/def2-TZVPD.

XYZ file:
```
27
Properties=species:S:1:pos:R:3:forces:R:3
C 3.2605 -1.0597 -0.7191 2.2040 0.8361 1.3656
C 2.1929 -1.8106 -0.5004 -2.8778 -5.4373 -1.7668
C 1.6068 0.2177 -0.2703 -0.7746 -2.4781 -1.8760
C -2.1187 -0.1462 -1.8036 -0.4397 -1.7498 -1.8531
C -2.3401 -1.3981 -1.1166 -2.4006 -1.1297 1.0078
C -1.2957 0.7443 -1.3274 1.4029 2.8306 0.7150
C -1.6892 -1.6436 0.0580 -0.4859 -1.0144 -1.2229
C -0.6790 0.6504 0.0365 -0.5510 0.5267 0.1360
C -0.7137 -0.7456 0.5490 3.2844 0.6736 0.4931
C -0.2375 -0.9044 1.9825 -0.9625 -2.7623 0.8258
C 0.9151 2.5262 -0.0383 0.5603 -0.8736 1.5290
N 2.8669 0.2594 -0.4831 2.3561 1.5845 -0.1173
N 1.0699 -1.0106 -0.4743 -1.4405 0.0982 1.8636
N 0.6734 1.1211 -0.0495 -0.5723 2.1065 0.6757
H 4.3434 -1.3677 -0.7715 -1.5241 0.5347 -0.2418
H 1.9397 -2.9289 -0.7338 1.1263 2.1089 0.6585
H -2.4725 -0.1726 -2.8321 -0.0623 0.6307 0.1356
H -3.2522 -2.0594 -1.5315 2.5766 1.2330 1.0993
H -0.9048 1.6770 -1.8047 -0.9562 -1.0432 -0.2474
H -1.7133 -2.5579 0.6301 -0.6018 -0.3199 -0.2189
H -1.2000 1.3248 0.7887 0.1044 -0.5882 -0.7404
H 0.1392 -0.0501 2.4870 1.0256 0.9721 -0.3460
H 0.4857 -1.7935 2.0094 -0.9388 1.4227 0.2293
H -1.0883 -1.1473 2.7075 0.6518 -0.1515 -1.2722
H 1.9799 2.7350 -0.0903 -0.0960 0.0444 -0.7572
H 0.2430 3.0372 -0.6657 -0.2810 0.9468 -1.3872
H 0.6393 2.8074 0.9452 -0.3271 0.9983 1.3128
```
Positions in Å, forces in eV/Å.

**LUMO energy**: -0.84 eV
**Net charge**: 0
**Molecular weight**: 187.2 g mol⁻¹
**HOMO**: -6.9 eV
**Frontier orbital gap**: 6.1 eV

Löwdin atomic charge list, values in e, 4 entries: atom 1 (C): -0.18, atom 2 (C): -0.20, atom 3 (C): -0.50, atom 4 (C): -0.10

Entry 6:
Here is a structure of composition C18H22N8RuS at a distorted geometry from OMol25. Energies are from wB97M-V/def2-TZVPD.

XYZ file:
```
50
Properties=species:S:1:pos:R:3:forces:R:3
Ru -0.3467 -0.1965 -0.1829 -0.2077 0.1103 -0.0071
N 1.0402 1.7092 -0.5026 0.0456 0.1269 -0.1601
C 2.4812 1.4741 -0.2171 -0.0314 -0.0517 0.0628
C 2.5629 0.8216 1.1435 -0.0251 0.0195 -0.0851
N 1.7249 -0.4074 1.1693 0.0278 -0.0075 0.1415
C 2.4219 -1.6400 0.7109 -0.0621 -0.0409 -0.0415
C 2.0168 -1.9959 -0.7032 0.0282 0.0295 -0.0399
N 0.5174 -2.0338 -0.7800 0.0646 -0.2069 -0.0951
H 0.9433 2.0597 -1.4570 -0.0017 -0.0806 0.1083
H 0.7321 2.4757 0.0992 -0.0354 -0.0955 -0.0398
H 3.0360 2.4126 -0.2341 0.0346 -0.0123 0.0292
H 2.8917 0.8388 -1.0010 0.0056 0.0059 -0.0015
H 2.1770 1.5023 1.9051 0.0042 0.0077 -0.0030
H 3.5951 0.5903 1.4114 0.0071 0.0105 -0.0193
H 1.4658 -0.5492 2.1418 -0.0544 -0.0148 -0.0636
H 2.1626 -2.4603 1.3840 0.0061 0.0150 0.0053
H 3.5042 -1.5197 0.7788 0.0125 -0.0177 -0.0478
H 2.4171 -2.9662 -1.0005 0.0317 0.0113 0.0169
H 2.3583 -1.2596 -1.4305 0.0110 -0.0057 0.0181
H 0.1854 -2.8431 -0.2497 -0.0071 0.1296 -0.0182
H 0.2541 -2.2361 -1.7481 0.0344 0.0295 0.1392
S -5.9538 1.4829 4.6214 0.1675 -0.4803 -0.1484
N -4.9161 0.1896 4.5780 -0.1501 -0.5259 0.9762
C -4.1254 0.3366 3.5751 0.1241 -0.2112 -0.0102
C -3.0384 -0.5648 3.1763 -0.2296 0.1694 0.0619
C -2.7220 -1.7395 3.8608 -0.0769 0.0047 0.0820
C -1.6784 -2.5025 3.3831 0.2190 -0.0448 -0.2036
C -0.9862 -2.0756 2.2491 -0.0386 -0.3513 0.3509
N -1.2829 -0.9594 1.5867 -0.1808 0.3906 -0.1344
C -2.3155 -0.2022 2.0503 0.3059 -0.5179 0.1521
C -2.6316 0.9934 1.2967 -0.3426 0.8369 -0.3973
N -1.8807 1.2377 0.1995 -0.0690 -0.2563 0.3693
C -2.1826 2.3053 -0.5525 -0.1900 0.4566 -0.2027
C -3.2030 3.2137 -0.2562 0.3570 -0.1874 -0.2604
C -3.9685 3.0100 0.8622 -0.0554 -0.2396 0.3132
C -3.6937 1.8725 1.6628 0.5132 0.0362 -0.6588
C -4.4224 1.5326 2.8100 -0.8176 0.4974 0.2611
N -5.4757 2.2186 3.3353 0.5858 0.3730 -0.6228
H -3.2910 -2.0291 4.7371 0.0228 -0.0326 0.0106
H -1.3769 -3.4276 3.8573 -0.0578 0.0136 0.0577
H -0.1638 -2.6805 1.8899 0.0163 0.0842 -0.0676
H -1.5907 2.4606 -1.4456 0.0679 -0.0865 0.0520
H -3.3608 4.0513 -0.9227 -0.0595 0.0259 0.0429
H -4.7729 3.6805 1.1436 -0.0003 0.0179 -0.0201
C -1.0861 0.1116 -4.8478 -0.0076 -0.0045 -0.1411
C -0.8147 0.0520 -3.4366 0.0703 -0.0715 0.4471
N -0.5991 -0.0023 -2.3055 -0.0235 0.1323 0.0191
H -1.3017 -0.8976 -5.2067 -0.0082 0.0347 -0.0781
H -0.2076 0.5093 -5.3617 -0.0416 -0.0104 -0.0673
H -1.9475 0.7601 -5.0190 0.0107 -0.0155 -0.0826
```
Positions in Å, forces in eV/Å.

**LUMO energy (alpha / beta)**: -13.20 / -16.25 eV
**Net charge**: +4
**Spin multiplicity**: 5
**Molecular weight**: 483.6 g mol⁻¹
**HOMO (alpha / beta)**: -21.3 / -22.0 eV
**Frontier orbital gap (alpha / beta)**: 8.1 / 5.7 eV

Löwdin atomic charge list, values in e, 4 entries: atom 1 (Ru): 1.43, atom 2 (N): -0.03, atom 3 (C): -0.18, atom 4 (C): -0.16

Question: The highest net charge belongs to which entry?
Answer: C18H22N8RuS

Question: Number 4 is which compound?
Answer: C4H11NO2

Please write out number 1 again, unchanged.
Here is an isolated molecule of C3H6ClN3S at a distorted geometry from OMol25. Energies are from wB97M-V/def2-TZVPD.

XYZ file:
```
14
Properties=species:S:1:pos:R:3:forces:R:3
N -1.8058 1.0924 -0.3834 -0.0072 0.1402 -0.0687
C -0.6270 0.4951 0.0013 0.4130 -0.1777 -0.0899
N 0.3507 1.4251 0.3306 0.5875 -0.2702 0.7729
C -0.4243 -0.8519 0.0469 0.1541 0.4045 0.1065
Cl -1.7343 -1.9132 -0.4177 -0.0143 0.0043 0.0111
C 0.7024 -1.5309 0.7102 -0.1667 0.2408 -0.2620
N 1.9572 -1.4370 0.4975 -0.0728 0.1567 -0.1982
S 2.6450 -0.5408 -0.7653 -0.0322 -0.1934 0.2556
H -1.6912 1.9356 -0.9337 0.0077 -0.1777 0.1459
H -2.4868 0.4617 -0.7621 -0.1947 -0.1345 -0.1009
H 1.1915 1.0334 0.7935 -0.8785 0.4360 -0.5280
H -0.0374 2.2148 0.8461 0.2233 -0.2985 -0.1879
H 0.4095 -2.2308 1.4856 0.0596 -0.1635 0.1575
H 1.5505 -0.1536 -1.4495 -0.0787 0.0329 -0.0140
```
Positions in Å, forces in eV/Å.

**LUMO energy**: 0.68 eV
**Net charge**: 0
**Molecular weight**: 151.6 g mol⁻¹
**HOMO**: -8.2 eV
**Frontier orbital gap**: 8.9 eV
**SMILES string**: NC(N)=C(Cl)/C=N\S

Löwdin atomic charge list, values in e, 4 entries: atom 1 (N): 0.10, atom 2 (C): -0.50, atom 3 (N): 0.09, atom 4 (C): -0.64

What did the third record say?
Here is the ion C5H7N2S with charge +1 at a distorted geometry from OMol25. Energies are from wB97M-V/def2-TZVPD.

XYZ file:
```
15
Properties=species:S:1:pos:R:3:forces:R:3
C -0.7260 1.3307 0.1002 2.8107 -0.9450 1.2340
C -1.4892 -1.2976 -0.1275 5.2922 -1.3032 0.5640
C -2.2158 1.2890 0.0499 -1.1612 0.1269 1.4528
C 0.7827 -2.1061 0.0342 -0.2841 1.9021 -2.7376
C 1.2142 -0.4965 -0.0443 -0.4153 0.8803 1.5735
N -0.6438 -2.1660 -0.0749 -2.3982 0.9609 -0.5290
N -0.0362 0.2432 0.0365 -2.3693 0.9323 -0.7193
S -2.8782 -0.4370 -0.0316 -1.4573 0.6181 -0.2060
H -0.2649 2.3354 0.3453 -0.4607 -0.9772 -0.6173
H -2.8230 1.7742 0.8941 1.5310 -0.8089 -0.3856
H -2.6037 1.9166 -0.7234 -0.0377 -0.0588 -1.3494
H 1.3050 -2.7935 -0.6638 -0.4894 0.8045 0.0817
H 1.0736 -2.3628 0.9678 0.5866 -1.2059 3.0435
H 1.8206 -0.2430 0.9240 -0.8551 -0.6174 -1.9741
H 1.7597 -0.2128 -0.9648 -0.2923 -0.3089 0.5688
```
Positions in Å, forces in eV/Å.

**LUMO energy**: -4.38 eV
**Net charge**: +1
**Molecular weight**: 127.2 g mol⁻¹
**HOMO**: -14.2 eV
**Frontier orbital gap**: 9.8 eV

Löwdin atomic charge list, values in e, 4 entries: atom 1 (C): -0.11, atom 2 (C): -0.43, atom 3 (C): -0.35, atom 4 (C): -0.09